Formula: C2H3F3NO
Source: the OMol25 dataset
Level of theory: wB97M-V/def2-TZVPD

Calculated values
**Lowest unoccupied orbital energy**: 4.438 eV
**Relative energy (zero: lowest compared OMol25 entry of this formula, charge and spin)**: 13.6 kcal per mole
**Highest occupied orbital energy**: -0.1138 Eh
**DFT total energy**: -13811.132 eV
**Total charge**: -1
**Kohn-Sham gap**: 7.53 eV

Positions of all 10 atoms, in Å:
C1 1.751 1.171 0.452
C2 -1.548 -0.803 -0.223
N1 1.586 0.323 -0.510
O1 1.026 -0.881 -0.332
F1 -2.026 -1.150 -1.405
F2 -2.391 -1.371 0.684
F3 -1.737 0.453 -0.091
H1 1.731 1.114 1.590
H2 2.010 2.155 0.036
H3 -0.403 -1.010 -0.200